1:
DFT (wB97M-V/def2-TZVPD) results for a 3-piece molecular cluster, C3H11O3 overall.

CARTESIAN COORDINATES (ANGSTROEM)
C1 1.0117 0.2924 0.7688
O1 0.8603 -0.4358 -0.3776
C2 -0.2917 0.4242 1.6114
C3 -0.9822 1.7649 1.4522
H1 1.7977 -0.1189 1.4362
H2 1.2772 1.3315 0.5125
H3 -0.9943 -0.3520 1.2926
H4 -0.0964 0.2285 2.6750
H5 -1.9680 1.8047 1.9258
H6 -0.4042 2.5797 1.8959
H7 -1.1433 2.0218 0.4076
H8 -0.8391 -2.3900 0.4150
H9 -0.5339 -1.8803 -0.9382
O2 -1.0303 -2.6067 -0.5060
H10 0.4962 0.3811 -1.6939
H11 1.2929 1.0926 -2.8173
O3 0.4198 0.7331 -2.6443

Output
Net charge: -1
HOMO level: -3.56 eV

Atom charges from the Löwdin analysis, given in e for atoms 1 to 6:
1 C -0.4505
2 O -0.3395
3 C -0.2634
4 C -0.1500
5 H 0.0794
6 H 0.0832



2:
DFT (wB97M-V/def2-TZVPD) results for a 3-piece molecular cluster, C3H11O3 overall.

CARTESIAN COORDINATES (ANGSTROEM)
C1 -0.0313 -0.1077 -0.3187
O1 0.6496 0.9800 0.1642
C2 -1.2218 -0.5046 0.5647
C3 -1.8619 -1.8468 0.1614
H1 0.6383 -0.9837 -0.4451
H2 -0.4757 0.0798 -1.3271
H3 -1.9683 0.2773 0.4415
H4 -0.9242 -0.5268 1.5948
H5 -2.7705 -2.0534 0.7218
H6 -1.1565 -2.6538 0.2913
H7 -2.0810 -1.7890 -0.9040
H8 2.8318 1.2792 2.1223
H9 2.0014 0.6642 0.9259
O2 2.8658 0.5837 1.4511
H10 1.1678 2.0601 -2.5869
H11 1.0382 1.9496 -1.0607
O3 1.2983 2.5919 -1.7967

Output
Net charge: -1
HOMO level: -3.93 eV

Atom charges from the Löwdin analysis, given in e for atoms 1 to 6:
1 C -0.4403
2 O -0.3285
3 C -0.2642
4 C -0.1376
5 H 0.1021
6 H 0.0975



3:
DFT (wB97M-V/def2-TZVPD) results for a 3-piece molecular cluster, C3H11O3 overall.

CARTESIAN COORDINATES (ANGSTROEM)
C1 0.1977 0.7562 0.5484
O1 0.2118 -0.5629 0.3072
C2 0.4240 1.5324 -0.8340
C3 -0.8448 1.5853 -1.6838
H1 -0.7728 1.1506 0.9065
H2 1.0483 1.1433 1.1930
H3 0.7918 2.5608 -0.6674
H4 1.3267 1.0726 -1.2555
H5 -0.5901 2.0278 -2.6478
H6 -1.1742 0.5490 -1.7925
H7 -1.6555 2.2137 -1.3182
H8 0.7298 -3.6953 0.1829
H9 0.3740 -2.2671 0.0326
O2 0.3215 -3.1241 -0.4682
H10 -0.2244 -2.2097 2.0486
H11 0.2398 -1.0235 2.6079
O3 -0.4035 -1.7091 2.8403

Output
Net charge: -1
HOMO level: -3.15 eV

Atom charges from the Löwdin analysis, given in e for atoms 1 to 6:
1 C -0.4937
2 O -0.3340
3 C -0.2784
4 C -0.1480
5 H 0.0829
6 H 0.0815



Short version: 2 is the most stable of them.



1:
DFT (wB97M-V/def2-TZVPD) results for a 13-piece molecular cluster, H26O13 overall.

CARTESIAN COORDINATES (ANGSTROEM)
O1 -0.8311 2.6490 -0.8846
H1 -1.2442 3.1155 -1.6113
H2 -0.4325 3.3380 -0.3528
O2 -1.1569 0.2655 -2.6455
H3 -1.2677 0.9163 -1.9524
H4 -1.0356 -0.5622 -2.1804
O3 -1.6260 1.2554 2.3356
H5 -1.5684 1.4775 3.2649
H6 -0.7156 1.1988 2.0455
O4 1.2813 1.2432 -3.4632
H7 1.5729 1.1638 -2.5549
H8 0.3596 0.9859 -3.4427
O5 -2.4811 -1.4736 1.5591
H9 -2.5305 -2.1357 2.2486
H10 -1.9124 -0.7934 1.9198
O6 1.7308 -1.7888 -1.6558
H11 1.2073 -2.2682 -2.2980
H12 1.1063 -1.2055 -1.2246
O7 0.5770 0.1416 -0.3667
H13 0.2155 -0.3904 0.3422
H14 0.0139 0.9151 -0.3974
O8 3.4057 -1.7729 0.3626
H15 2.9962 -2.6200 0.1864
H16 2.7810 -1.1300 0.0270
O9 3.4245 2.0285 0.4040
H17 2.7462 1.3532 0.3982
H18 3.1090 2.6909 -0.2107
O10 -3.2220 1.1903 -0.0313
H19 -3.1768 1.6002 0.8325
H20 -2.6617 1.7344 -0.5847
O11 -1.4629 -2.0646 -1.2323
H21 -1.7318 -2.0572 -0.3137
H22 -1.6718 -2.9478 -1.5365
O12 1.0894 0.7161 2.6529
H23 0.9328 -0.1520 2.2815
H24 1.1228 0.5702 3.5983
O13 0.3385 -2.0096 1.5508
H25 -0.3115 -2.6636 1.8078
H26 1.0299 -2.5140 1.1220

Output
Expectation value of S²: 0.76
2S+1: 2
Net charge: +1
HOMO level (alpha / beta): -13.95 / -13.93 eV

Atom charges from the Löwdin analysis, given in e for atoms 1 to 6:
1 O -0.0243
2 H 0.0846
3 H 0.0900
4 O 0.0352
5 H 0.0095
6 H 0.0103



2:
DFT (wB97M-V/def2-TZVPD) results for a 13-piece molecular cluster, H26O13 overall.

CARTESIAN COORDINATES (ANGSTROEM)
O1 -3.0554 0.9996 2.6200
H1 -2.8239 0.6020 1.7806
H2 -2.8535 1.9287 2.5093
O2 2.3554 2.1606 -0.6758
H3 3.0592 2.7583 -0.4234
H4 1.6179 2.4094 -0.1186
O3 0.0780 -2.6080 -2.0073
H5 -0.7360 -2.4197 -2.4744
H6 0.1739 -1.8825 -1.3903
O4 -0.1419 1.2099 -3.4366
H7 0.7198 1.4119 -3.8012
H8 -0.0274 1.2931 -2.4899
O5 -0.0368 2.6585 0.8624
H9 -0.7816 2.8371 1.4364
H10 -0.2236 3.1548 0.0655
O6 -2.8511 -1.8700 -1.8359
H11 -3.7210 -1.6314 -2.1563
H12 -2.8643 -1.6351 -0.9081
O7 -0.2152 -0.4503 -0.0366
H13 0.6091 -0.0838 0.2837
H14 -0.7487 0.3139 -0.2551
O8 1.5678 1.1740 2.5243
H15 0.9432 0.6169 2.9887
H16 1.0229 1.8039 2.0525
O9 3.6523 -0.0339 -1.0724
H17 3.1749 0.7661 -0.8529
H18 3.7830 -0.4736 -0.2323
O10 -2.4283 -1.7961 0.9422
H19 -1.5988 -1.4255 0.6409
H20 -2.2201 -2.1950 1.7871
O11 3.6555 -0.7700 1.5284
H21 3.2062 0.0407 1.7673
H22 4.5302 -0.6800 1.9065
O12 -2.2489 1.1582 -0.7795
H23 -3.0132 0.6506 -1.0523
H24 -2.0107 1.6681 -1.5537
O13 0.2907 -4.2125 0.4546
H25 -0.0506 -4.1045 1.3424
H26 0.2113 -3.3443 0.0596

Output
Expectation value of S²: 0.76
2S+1: 2
Net charge: +1
HOMO level (alpha / beta): -14.42 / -13.40 eV

Atom charges from the Löwdin analysis, given in e for atoms 1 to 6:
1 O -0.0337
2 H -0.0119
3 H 0.0215
4 O -0.0027
5 H 0.0925
6 H 0.0153



Short version: 2 is the most stable of them.



1:
DFT (wB97M-V/def2-TZVPD) results for one molecule with the formula C23H31N3O3.

CARTESIAN COORDINATES (ANGSTROEM)
C1 5.9196 1.6724 -1.3905
H1 6.9834 1.4953 -1.5446
O1 5.5143 0.7108 -0.4489
C2 4.1900 0.6508 -0.0936
C3 3.2410 1.5545 -0.5594
C4 1.9162 1.4752 -0.1674
C5 1.5150 0.4677 0.6997
C6 2.4466 -0.4374 1.1694
C7 3.7840 -0.3692 0.7897
O2 4.5702 -1.3271 1.3584
C8 5.8389 -1.6406 0.8267
H2 6.1508 -2.5419 1.3535
H3 5.7845 -1.8463 -0.2443
H4 6.5642 -0.8441 1.0051
H5 2.1691 -1.2257 1.8502
C9 0.0463 0.4122 1.0129
N1 -0.6963 0.4970 -0.2311
C10 -1.6035 -0.3690 -0.7234
O3 -2.1213 -0.1537 -1.8133
C11 -2.0462 -1.6011 0.0738
N2 -3.4882 -1.7583 -0.0681
H6 -3.7211 -1.5149 -1.0285
C12 -4.2773 -0.9507 0.8484
C13 -4.0171 0.5292 0.7237
C14 -3.2605 1.2170 1.6651
C15 -2.9698 2.5530 1.4448
N3 -3.3723 3.2194 0.3766
C16 -4.1041 2.5704 -0.5140
C17 -4.4557 1.2383 -0.3902
H7 -5.0453 0.7534 -1.1530
H8 -4.4182 3.1521 -1.3717
H9 -2.3810 3.1216 2.1545
H10 -2.9039 0.7178 2.5558
H11 -4.0558 -1.2856 1.8675
H12 -5.3300 -1.1631 0.6376
H13 -1.8298 -1.4912 1.1388
C18 -1.3409 -2.8908 -0.4366
C19 -1.7692 -4.0489 0.4692
H14 -2.8534 -4.1172 0.4889
H15 -1.3622 -4.9858 0.0987
H16 -1.4121 -3.8981 1.4864
C20 0.1778 -2.7283 -0.3668
H17 0.5146 -1.8902 -0.9730
H18 0.5090 -2.5689 0.6567
H19 0.6623 -3.6300 -0.7360
C21 -1.7522 -3.2019 -1.8760
H20 -1.5889 -2.3397 -2.5182
H21 -2.8032 -3.4727 -1.9200
H22 -1.1652 -4.0341 -2.2572
C22 -0.3723 1.6226 -1.1037
C23 0.8434 2.4138 -0.6226
H23 0.5485 3.0550 0.2133
H24 1.1909 3.0587 -1.4313
H25 -0.1868 1.2175 -2.1039
H26 -1.2486 2.2780 -1.1755
H27 -0.2344 1.2694 1.6428
H28 -0.1977 -0.5020 1.5445
H29 3.5325 2.3434 -1.2325
H30 5.3923 1.5518 -2.3423
H31 5.7744 2.6908 -1.0171

Output
Structure (SMILES): COc1cc2c(cc1OC)CN(C(=O)[C@@H](NCc1ccncc1)C(C)(C)C)CC2
HOMO level: -8.05 eV

Atom charges from the Löwdin analysis, given in e for atoms 1 to 6:
1 C -0.0813
2 H 0.0957
3 O -0.1141
4 C -0.1813
5 C 0.0404
6 C -0.1790



2:
DFT (wB97M-V/def2-TZVPD) results for one molecule with the formula C23H31N3O3.

CARTESIAN COORDINATES (ANGSTROEM)
C1 -1.4202 -1.8190 2.4838
C2 -2.1457 -2.0578 1.1999
C3 -3.5324 -1.9814 1.1644
C4 -4.2429 -2.1926 -0.0033
C5 -3.5703 -2.5035 -1.1737
C6 -2.1940 -2.5905 -1.1645
C7 -1.4700 -2.3624 0.0080
C8 -0.0247 -2.4258 -0.0614
N1 0.8350 -1.9488 0.7926
C9 2.0750 -2.1828 0.2592
C10 1.9072 -2.8180 -0.9414
O1 0.5731 -2.9763 -1.1419
C11 2.8501 -3.3260 -1.9668
H1 2.7563 -2.7504 -2.8878
H2 2.6290 -4.3675 -2.1962
H3 3.8700 -3.2469 -1.6028
C12 3.3174 -1.6366 0.8926
N2 3.4130 -0.1850 0.7923
C13 3.3343 0.2595 -0.5897
C14 3.5066 1.7677 -0.6853
H4 4.4732 2.0399 -0.2573
C15 2.4047 2.4959 0.0926
C16 2.4117 1.9834 1.5358
C17 2.4604 0.4623 1.6850
H5 2.7844 0.2295 2.7062
H6 1.4542 0.0281 1.5785
H7 1.5375 2.3592 2.0717
H8 3.3018 2.3998 2.0133
C18 1.0790 2.4431 -0.6629
O2 0.7469 3.3634 -1.3879
N3 0.3444 1.3136 -0.5538
H9 0.5700 0.6438 0.1645
C19 -0.9876 1.2309 -1.0971
H10 -1.0776 2.0343 -1.8309
H11 -1.1307 0.2634 -1.5887
C20 -2.0492 1.3954 0.0114
C21 -3.4280 1.7058 -0.5823
H12 -4.2045 1.3824 0.1105
C22 -3.4047 3.2362 -0.7020
H13 -3.2295 3.5500 -1.7296
C23 -2.2272 3.6617 0.1996
H14 -2.5201 4.3637 0.9826
O3 -1.7587 2.4907 0.8487
H15 -1.4182 4.1069 -0.3920
H16 -4.3419 3.6758 -0.3662
H17 -3.5806 1.2054 -1.5358
H18 -2.0488 0.5045 0.6460
H19 2.6541 3.5631 0.1110
H20 3.4920 2.0728 -1.7328
H21 4.1472 -0.2356 -1.1313
H22 2.3876 -0.0264 -1.0771
H23 4.1943 -2.0685 0.4029
H24 3.3387 -1.9004 1.9524
H25 -1.6576 -2.8311 -2.0703
H26 -4.1170 -2.6768 -2.0883
H27 -5.3203 -2.1205 0.0005
H28 -4.0648 -1.7490 2.0755
H29 -2.1109 -1.8461 3.3232
H30 -0.6391 -2.5609 2.6292
H31 -0.9323 -0.8455 2.4672

Output
Structure (SMILES): Cc1ccccc1-c1nc(CN2CCC(C(=O)NC[C@@H]3CCCO3)CC2)c(C)o1
HOMO level: -8.29 eV

Atom charges from the Löwdin analysis, given in e for atoms 1 to 6:
1 C -0.0426
2 C -0.2258
3 C -0.0470
4 C -0.0768
5 C -0.0785
6 C -0.0227



Short version: 2 is the most stable of them.